(1)
This record from OMol25 describes a molecular structure, C37H60BBaF4N7O4 at a distorted geometry. The level of theory is ωB97M-V/def2-TZVPD.

Computed properties:
* lowest unoccupied orbital energy: 3.8 eV
* calculated total energy: -2580.30965 Ha
* energy above the lowest of the compared OMol25 structures with the same formula, charge and spin: 55.13 kJ/mol
* Kohn-Sham gap: 5.71 eV

Structure (ORCA input):
```
! RIJCOSX wB97M-V def2-TZVPD def2/J DEFGRID3
* xyz -2 1
Ba -0.125 0.221 -0.630
C 1.316 -0.731 3.235
N 0.118 -0.532 2.436
C -0.733 0.470 3.052
C -0.614 -1.780 2.242
C 0.098 -2.726 1.270
N -0.370 -2.578 -0.110
C -1.704 -3.165 -0.274
C -2.636 -2.574 -1.304
C -3.223 -3.408 -2.234
C -4.233 -2.974 -3.087
C -4.635 -1.650 -2.954
C -4.073 -0.753 -2.051
C -3.012 -1.207 -1.221
O -2.382 -0.422 -0.383
C -4.616 0.670 -1.936
C -5.853 0.867 -2.814
C -3.579 1.693 -2.395
C -5.043 0.967 -0.491
C -4.858 -3.939 -4.092
C -6.040 -3.321 -4.837
C -5.354 -5.197 -3.368
C -3.809 -4.349 -5.129
C 0.637 -3.145 -1.019
C 0.267 -3.206 -2.474
C 0.224 -4.427 -3.112
C -0.052 -4.535 -4.475
C -0.290 -3.349 -5.154
C -0.248 -2.079 -4.568
C 0.048 -2.003 -3.193
O 0.112 -0.878 -2.522
C -0.554 -0.886 -5.489
C 0.413 -0.907 -6.682
C -0.452 0.504 -4.862
C -1.990 -1.039 -6.013
C -0.009 -5.900 -5.162
C -0.857 -6.926 -4.397
C -0.523 -5.837 -6.600
C 1.439 -6.407 -5.193
H 1.056 -1.103 4.241
H 1.867 0.199 3.336
H 1.981 -1.455 2.766
H -1.067 0.159 4.058
H -1.616 0.639 2.435
H -0.185 1.406 3.149
H -1.587 -1.514 1.826
H -0.790 -2.281 3.212
H 0.016 -3.782 1.587
H 1.164 -2.494 1.280
H -2.198 -3.071 0.698
H -1.602 -4.248 -0.465
H -2.867 -4.434 -2.287
H -5.437 -1.289 -3.583
H -5.627 0.779 -3.879
H -6.244 1.873 -2.645
H -6.645 0.153 -2.573
H -3.304 1.525 -3.437
H -2.678 1.674 -1.793
H -3.969 2.711 -2.308
H -5.848 0.293 -0.184
H -5.421 1.992 -0.433
H -4.217 0.858 0.204
H -6.836 -3.012 -4.158
H -6.454 -4.053 -5.535
H -5.734 -2.448 -5.413
H -6.074 -4.943 -2.588
H -4.530 -5.729 -2.894
H -5.832 -5.881 -4.076
H -3.527 -3.501 -5.753
H -4.188 -5.147 -5.775
H -2.897 -4.696 -4.645
H 0.894 -4.170 -0.689
H 1.537 -2.534 -0.910
H 0.424 -5.316 -2.521
H -0.525 -3.392 -6.209
H 1.446 -0.811 -6.343
H 0.194 -0.067 -7.346
H 0.336 -1.825 -7.265
H 0.539 0.725 -4.473
H -1.156 0.648 -4.050
H -0.686 1.238 -5.642
H -2.113 -1.945 -6.610
H -2.247 -0.182 -6.643
H -2.700 -1.081 -5.185
H -1.904 -6.629 -4.353
H -0.507 -7.050 -3.374
H -0.802 -7.902 -4.889
H -1.543 -5.456 -6.650
H -0.514 -6.841 -7.034
H 0.104 -5.200 -7.225
H 1.840 -6.499 -4.183
H 2.081 -5.715 -5.740
H 1.493 -7.387 -5.675
N 5.103 1.957 0.251
N 4.463 0.719 0.191
N 4.882 -0.307 0.882
C 3.995 -1.225 0.522
N 3.116 -0.771 -0.369
N 3.436 0.496 -0.568
H 5.096 2.208 1.251
H 4.432 2.583 -0.196
H 4.001 -2.230 0.904
F 3.157 3.633 3.793
B 3.699 2.407 3.470
F 3.039 1.842 2.358
F 5.059 2.565 3.078
F 3.625 1.531 4.549
C -1.789 3.391 0.821
O -1.396 4.026 -0.358
C -0.546 3.116 -1.228
O -0.193 3.693 -2.216
H -2.844 3.609 1.034
H -1.198 3.719 1.689
H -1.706 2.293 0.789
*
```



(2)
This record from OMol25 describes a molecular structure, C37H60IN2O6P4Si3TeTi. The level of theory is ωB97M-V/def2-TZVPD.

Computed properties:
* lowest unoccupied orbital energy: -2.9 eV
* calculated total energy: -5656.17673 Ha
* Kohn-Sham gap: 7.42 eV

Structure (ORCA input):
```
! RIJCOSX wB97M-V def2-TZVPD def2/J DEFGRID3
* xyz 1 1
Ti -0.333 0.242 -0.289
N -3.820 1.261 1.937
C -3.970 0.357 0.718
C -5.435 0.086 0.439
P -2.981 -1.171 1.103
O -3.306 -1.286 2.692
O -3.421 -2.352 0.365
O -1.564 -0.605 1.039
P -2.967 1.191 -0.603
O -4.068 2.152 -1.226
O -2.358 0.170 -1.517
O -1.906 1.962 0.161
H -3.985 0.722 2.792
H -4.464 2.053 1.890
H -2.854 1.635 1.923
H -5.899 -0.437 1.278
H -5.522 -0.558 -0.434
H -5.979 1.009 0.237
H -3.604 -2.174 2.934
H -3.783 2.649 -2.009
N 1.684 1.923 2.146
P 1.801 1.672 0.462
C 3.433 0.924 0.200
C 3.813 0.609 -1.109
C 5.071 0.078 -1.355
C 5.949 -0.152 -0.304
C 5.573 0.158 0.996
C 4.319 0.698 1.248
C 2.053 3.375 -0.136
C 3.238 3.832 -0.697
C 3.347 5.160 -1.094
C 2.282 6.032 -0.932
C 1.094 5.576 -0.367
C 0.983 4.254 0.023
P 0.105 1.681 2.759
C -0.430 3.350 3.340
C -1.411 4.023 2.608
C -1.836 5.290 2.989
C -1.276 5.902 4.100
C -0.296 5.244 4.832
C 0.118 3.973 4.461
C 0.360 0.900 4.392
C 1.578 0.867 5.062
C 1.685 0.244 6.298
C 0.571 -0.355 6.875
C -0.646 -0.337 6.207
C -0.746 0.280 4.969
H 2.276 2.640 2.549
H 3.128 0.795 -1.928
H 5.365 -0.158 -2.370
H 6.928 -0.571 -0.498
H 6.257 -0.018 1.815
H 4.031 0.943 2.263
H 4.082 3.165 -0.826
H 4.274 5.509 -1.531
H 2.373 7.063 -1.247
H 0.255 6.248 -0.239
H 0.046 3.896 0.431
H -1.810 3.564 1.711
H -2.594 5.804 2.410
H -1.601 6.891 4.396
H 0.140 5.721 5.701
H 0.859 3.455 5.057
H 2.458 1.311 4.609
H 2.638 0.222 6.810
H 0.656 -0.843 7.836
H -1.511 -0.816 6.647
H -1.689 0.255 4.431
C 1.652 -1.442 2.474
Si 1.148 -1.780 0.702
C -0.019 -3.246 0.928
C 2.736 -2.334 -0.132
H 2.152 -2.356 2.814
H 0.783 -1.292 3.115
H 2.349 -0.616 2.609
H 0.577 -4.149 1.091
H -0.718 -3.441 0.115
H -0.600 -3.077 1.838
H 2.843 -3.415 0.003
H 3.580 -1.857 0.368
H 2.811 -2.117 -1.195
C -3.712 -3.433 -5.102
Si -3.301 -1.947 -4.046
C -4.901 -1.210 -3.428
C -2.364 -0.692 -5.056
C -2.244 -2.622 -2.618
Te -0.290 -1.762 -2.450
C 0.690 -3.665 -2.286
Si 1.741 -3.939 -3.843
C 2.711 -2.388 -4.268
C 2.900 -5.363 -3.503
C 0.552 -4.320 -5.230
H -4.329 -3.148 -5.958
H -4.262 -4.183 -4.527
H -2.805 -3.907 -5.489
H -5.532 -0.924 -4.273
H -4.712 -0.320 -2.827
H -5.455 -1.935 -2.825
H -2.971 -0.366 -5.906
H -1.433 -1.103 -5.455
H -2.113 0.189 -4.458
H -2.015 -3.663 -2.862
H -2.742 -2.602 -1.651
H -0.112 -4.405 -2.235
H 1.253 -3.757 -1.365
H 3.062 -1.857 -3.379
H 2.100 -1.697 -4.856
H 3.591 -2.638 -4.865
H 3.614 -5.104 -2.716
H 3.472 -5.629 -4.397
H 2.349 -6.250 -3.180
H -0.193 -3.521 -5.322
H 0.023 -5.262 -5.058
H 1.068 -4.398 -6.190
I 0.309 1.757 -2.537
*
```



(3)
This record from OMol25 describes 10 unconnected molecules or ions with the total composition C37H60O30 at a distorted geometry. The level of theory is ωB97M-V/def2-TZVPD.

Computed properties:
* lowest unoccupied orbital energy: -0.2 eV
* calculated total energy: -3702.80721 Ha
* SMILES: C[C@H]1COC(=O)O1.C[C@H]1COC(=O)O1.C[C@H]1COC(=O)O1.C[C@H]1COC(=O)O1.C[C@H]1COC(=O)O1.C[C@H]1COC(=O)O1.C[C@H]1COC(=O)O1.COC(=O)OC.COC(=O)OC.COC(=O)OC
* energy above the lowest of the compared OMol25 structures with the same formula, charge and spin: 561.21 kJ/mol
* Kohn-Sham gap: 9.88 eV

Structure (ORCA input):
```
! RIJCOSX wB97M-V def2-TZVPD def2/J DEFGRID3
* xyz 0 1
C -1.168 -5.780 -3.867
C -0.067 -4.889 -3.390
C 0.461 -3.985 -4.497
O 0.643 -2.803 -3.696
C -0.019 -2.929 -2.563
O -0.140 -2.046 -1.720
O -0.504 -4.086 -2.338
H -1.279 -6.637 -3.192
H -1.086 -6.203 -4.860
H -2.056 -5.190 -3.783
H 0.865 -5.460 -2.986
H -0.187 -3.796 -5.259
H 1.412 -4.239 -4.934
C -1.312 4.117 1.656
C -0.646 5.464 1.898
C 0.678 5.741 1.063
O 0.206 6.765 0.206
C -1.042 7.046 0.284
O -1.556 7.889 -0.385
O -1.603 6.512 1.471
H -0.623 3.348 2.017
H -1.523 3.917 0.571
H -2.148 4.003 2.311
H -0.468 5.653 3.034
H 0.953 5.014 0.282
H 1.584 6.020 1.645
C -2.874 -2.913 0.157
C -3.655 -3.808 -0.809
C -3.371 -5.232 -0.461
O -4.588 -5.717 -0.011
C -5.579 -4.898 -0.153
O -6.679 -5.182 0.215
O -5.060 -3.716 -0.720
H -3.086 -3.158 1.182
H -3.131 -1.852 0.012
H -1.854 -3.098 0.001
H -3.303 -3.665 -1.906
H -2.522 -5.343 0.153
H -3.087 -5.704 -1.394
C -1.178 0.003 -4.518
C -2.654 -0.388 -4.353
C -3.003 -1.918 -4.489
O -3.771 -2.036 -3.352
C -3.882 -0.899 -2.616
O -4.614 -0.894 -1.647
O -3.108 0.046 -3.066
H -1.095 1.069 -4.331
H -0.847 -0.318 -5.537
H -0.552 -0.537 -3.850
H -3.282 0.086 -5.081
H -2.186 -2.609 -4.516
H -3.546 -2.260 -5.421
C 1.848 -4.480 0.055
C 2.701 -3.363 -0.624
C 2.471 -2.053 0.125
O 3.524 -2.097 1.075
C 4.468 -2.905 0.677
O 5.607 -3.008 1.155
O 4.072 -3.656 -0.299
H 1.772 -5.393 -0.569
H 0.833 -4.182 0.073
H 2.186 -4.808 1.071
H 2.445 -3.372 -1.740
H 1.440 -1.847 0.474
H 2.806 -1.304 -0.560
C 2.394 2.138 -0.061
C 1.984 2.151 -1.563
C 1.081 0.897 -1.793
O -0.124 1.456 -1.971
C -0.006 2.831 -2.030
O -0.925 3.616 -2.038
O 1.075 3.241 -1.814
H 1.605 2.285 0.606
H 2.884 3.019 0.312
H 2.785 1.214 0.286
H 2.950 2.068 -2.190
H 0.957 0.251 -0.890
H 1.350 0.278 -2.689
C -2.982 0.927 4.035
C -4.481 0.575 3.727
C -5.513 1.712 3.986
O -5.598 2.300 2.726
C -5.087 1.549 1.786
O -5.056 1.908 0.601
O -4.595 0.454 2.290
H -2.923 1.254 5.039
H -2.667 1.771 3.487
H -2.323 0.098 3.735
H -4.687 -0.257 4.448
H -5.112 2.393 4.745
H -6.519 1.338 4.222
C 5.650 1.763 -3.216
O 5.607 2.105 -1.831
C 5.635 1.096 -0.931
O 5.389 -0.279 -1.234
O 5.920 1.476 0.252
C 5.827 0.655 1.367
H 6.432 0.910 -3.323
H 5.846 2.716 -3.725
H 4.767 1.500 -3.663
H 6.165 -0.403 1.214
H 4.806 0.721 1.684
H 6.576 0.881 2.020
C 4.434 3.079 2.790
O 3.646 2.712 3.833
C 2.458 3.212 4.039
O 1.868 4.111 3.131
O 1.910 2.722 5.098
C 0.571 3.198 5.297
H 5.372 2.580 3.019
H 4.671 4.146 2.733
H 3.992 2.749 1.836
H 0.657 4.231 5.323
H 0.234 2.695 6.237
H -0.057 2.956 4.477
C 1.694 0.005 3.266
O 1.024 0.577 2.180
C -0.227 0.077 1.793
O -0.620 -1.190 2.281
O -0.876 0.921 0.963
C -1.871 0.421 0.206
H 2.106 -0.912 2.913
H 1.078 -0.090 4.198
H 2.547 0.499 3.492
H -2.768 0.032 0.785
H -1.595 -0.426 -0.342
H -2.400 1.065 -0.531
*
```



(4)
This record from OMol25 describes 3 unconnected molecules or ions with the total composition C37H62IN7O7S2 at a distorted geometry. The level of theory is ωB97M-V/def2-TZVPD.

Computed properties:
* lowest unoccupied orbital energy: -1.2 eV
* calculated total energy: -3450.16909 Ha
* SMILES: CCN(CC)C(=S)SCCCc1c(I)c(C[C@@H](O)CN)c2c(c1-c1cccnc1)C(=O)N(CN)C2=O.COCCNCCOC.COCCNCCOC
* Kohn-Sham gap: 7.13 eV

Structure (ORCA input):
```
! RIJCOSX wB97M-V def2-TZVPD def2/J DEFGRID3
* xyz 0 1
C 2.195 -0.621 4.951
C 3.497 -0.615 3.902
N 3.080 -1.475 2.730
C 4.205 -2.331 2.192
C 3.556 -3.850 1.961
C 2.361 -0.693 1.654
S 0.630 -0.680 1.768
S 3.141 0.282 0.259
C 3.748 -0.820 -1.130
C 2.749 -2.059 -1.522
C 1.660 -1.706 -2.710
C 0.276 -1.075 -2.060
C -0.153 0.520 -2.326
I 1.093 1.887 -3.574
C -1.548 1.165 -1.665
C -2.017 2.731 -1.863
C -1.529 3.738 -0.648
O -2.032 3.362 0.686
C 0.094 3.952 -0.559
N 0.549 4.456 0.826
C -2.469 0.124 -0.796
C -2.062 -1.446 -0.558
C -0.677 -2.082 -1.159
C -0.328 -3.664 -0.825
C -0.020 -4.703 -2.039
C 0.300 -6.181 -1.440
C 0.230 -6.435 0.141
N -0.051 -5.523 1.285
C -0.290 -4.178 0.693
C -3.286 -2.079 0.330
O -3.314 -3.107 1.195
N -4.434 -1.130 -0.064
C -5.777 -1.393 0.580
N -5.891 -0.967 2.027
C -3.890 0.293 0.002
O -4.414 1.383 0.599
H 1.722 0.444 5.086
H 1.330 -1.311 4.506
H 2.538 -1.055 5.995
H 3.685 0.514 3.600
H 4.402 -1.022 4.523
H 4.746 -1.909 1.244
H 5.038 -2.475 3.027
H 4.382 -4.700 1.996
H 3.000 -3.878 0.930
H 2.734 -4.053 2.800
H 3.906 -0.161 -2.084
H 4.813 -1.276 -0.845
H 3.444 -2.922 -1.967
H 2.213 -2.531 -0.594
H 2.187 -0.980 -3.469
H 1.465 -2.713 -3.310
H -1.764 3.170 -2.942
H -3.208 2.727 -1.813
H -2.014 4.797 -0.898
H -2.158 4.244 1.177
H 0.667 2.935 -0.719
H 0.382 4.781 -1.362
H 0.563 3.576 1.405
H -0.149 5.140 1.198
H -0.009 -4.435 -3.177
H 0.580 -7.064 -2.172
H 0.442 -7.562 0.482
H -0.491 -3.331 1.512
H -6.581 -0.817 -0.087
H -6.021 -2.543 0.424
H -6.369 -1.748 2.569
H -4.966 -0.793 2.478
C -8.388 -0.443 -3.098
O -8.483 0.211 -1.838
C -7.551 1.289 -1.687
C -8.281 2.642 -1.685
N -8.821 2.959 -3.010
C -9.760 4.086 -3.014
C -11.058 3.931 -2.192
O -11.963 2.955 -2.714
C -11.682 1.620 -2.318
H -8.995 -1.352 -3.054
H -8.783 0.190 -3.892
H -7.354 -0.726 -3.322
H -6.760 1.261 -2.448
H -7.071 1.153 -0.712
H -7.582 3.430 -1.383
H -9.076 2.583 -0.936
H -9.305 2.142 -3.376
H -10.044 4.251 -4.060
H -9.233 4.988 -2.684
H -11.590 4.888 -2.252
H -10.870 3.763 -1.127
H -11.254 1.561 -1.313
H -11.024 1.146 -3.047
H -12.622 1.061 -2.323
C 11.322 0.415 -0.250
O 11.167 0.009 1.105
C 11.118 1.108 2.024
C 9.707 1.258 2.614
N 8.754 1.731 1.606
C 7.351 1.629 2.021
C 6.798 0.218 2.314
O 6.693 -0.617 1.159
C 7.897 -1.282 0.801
H 11.534 -0.475 -0.849
H 10.403 0.866 -0.626
H 12.157 1.115 -0.361
H 11.465 2.044 1.568
H 11.810 0.864 2.838
H 9.736 1.973 3.445
H 9.413 0.283 3.012
H 8.874 1.186 0.755
H 6.754 2.060 1.209
H 7.194 2.265 2.899
H 5.772 0.346 2.679
H 7.337 -0.291 3.120
H 8.510 -1.538 1.670
H 8.463 -0.672 0.096
H 7.631 -2.208 0.284
*
```



> Among the records above, which one has the highest Kohn-Sham gap?

C37H60O30



> calculated total energy of number 4 (C37H62IN7O7S2)?

-3450.16909 Ha



> What is the formula in the first record?

C37H60BBaF4N7O4



> What is the Kohn-Sham gap in the fourth record?

7.13 eV